Entry 1:
Molecular formula: C29H33BCeClN9O4SSb
Method: DFT, wB97M-V/def2-TZVPD

```
! wB97M-V def2-TZVPD RIJCOSX def2/J DEFGRID3
* xyz 1 1
Ce -0.378 -0.735 0.046
C 1.297 -0.498 -3.164
C 2.377 -0.702 -2.154
C 3.620 -1.136 -2.621
C 4.637 -1.365 -1.732
C 4.386 -1.116 -0.388
C 3.135 -0.675 0.033
N 2.125 -0.488 -0.851
Sb 3.268 -0.291 2.151
C 2.624 1.742 2.365
C 3.010 2.290 3.582
C 2.673 3.605 3.869
C 1.993 4.331 2.915
C 1.670 3.723 1.702
C 0.945 4.501 0.641
N 1.978 2.449 1.434
C 1.572 -1.407 2.877
C 1.365 -1.294 4.238
C 0.352 -2.036 4.823
C -0.352 -2.917 4.034
C -0.071 -3.010 2.673
C -0.796 -4.011 1.828
N 0.857 -2.228 2.084
H 1.730 -0.225 -4.125
H 0.611 0.284 -2.866
H 0.723 -1.418 -3.308
H 3.751 -1.289 -3.683
H 5.607 -1.715 -2.059
H 5.177 -1.261 0.335
H 3.576 1.709 4.301
H 2.953 4.053 4.813
H 1.715 5.361 3.091
H 0.804 5.541 0.932
H -0.043 4.081 0.447
H 1.515 4.486 -0.290
H 1.969 -0.624 4.838
H 0.131 -1.942 5.878
H -1.124 -3.548 4.454
H -1.132 -4.844 2.445
H -0.155 -4.396 1.039
H -1.688 -3.582 1.366
B -1.926 -3.099 -1.715
N -0.449 -3.565 -1.681
C 0.174 -4.591 -2.262
C 1.498 -4.593 -1.851
C 1.597 -3.500 -1.001
N 0.415 -2.876 -0.908
N -2.045 -1.856 -2.622
C -2.508 -1.717 -3.863
C -2.428 -0.381 -4.220
C -1.886 0.239 -3.106
N -1.644 -0.657 -2.134
H -2.629 -3.979 -2.109
H -2.200 -2.711 -0.591
H -0.375 -5.257 -2.907
H 2.266 -5.297 -2.118
H 2.442 -3.144 -0.435
H -2.886 -2.576 -4.394
H -2.736 0.073 -5.145
H -1.693 1.288 -2.953
O -2.056 1.492 1.240
S -1.589 0.482 2.168
O -1.891 0.498 3.550
O -0.059 0.394 1.863
O -1.971 -0.889 1.468
N -0.062 1.567 -0.867
H -0.205 1.884 0.102
H -0.838 2.056 -1.334
H 0.839 1.990 -1.064
Cl -4.001 6.504 -0.645
C -3.908 4.784 -0.786
C -4.957 3.978 -0.379
C -4.815 2.606 -0.519
C -3.642 2.113 -1.058
N -2.627 2.892 -1.444
C -2.762 4.206 -1.310
H -5.853 4.417 0.038
H -5.600 1.932 -0.207
H -3.459 1.049 -1.171
H -1.938 4.837 -1.624
*
```

Values from the calculation:
* E: -95707.855 eV
* HOMO energy: -11.19 eV

Entry 2:
Molecular formula: C29H33IO17S
Method: DFT, wB97M-V/def2-TZVPD

```
! wB97M-V def2-TZVPD RIJCOSX def2/J DEFGRID3
* xyz 0 1
O 6.129 4.033 -1.808
C 6.429 3.174 -2.565
I 6.740 3.647 -4.650
C 6.625 1.713 -2.177
C 5.332 1.129 -1.659
C 5.297 0.467 -0.435
C 4.121 -0.081 0.051
C 2.957 0.057 -0.686
C 2.985 0.718 -1.914
C 4.165 1.243 -2.408
C 1.700 0.859 -2.667
O 1.643 0.877 -3.874
C 0.479 0.975 -1.809
C -0.637 1.842 -2.328
S -1.035 3.116 -1.144
O -1.837 4.114 -1.803
O 0.203 3.562 -0.566
C 0.455 0.319 -0.647
C 1.643 -0.473 -0.211
O 1.555 -1.480 0.454
H 7.391 1.737 -1.402
H 6.978 1.161 -3.046
H 6.209 0.388 0.145
H 4.098 -0.599 1.002
H 4.170 1.739 -3.373
H -1.528 1.282 -2.606
H -0.263 2.442 -3.160
H -1.772 2.486 -0.195
H -0.391 0.331 0.024
C -0.945 -6.038 0.196
C -1.324 -4.741 0.856
C -2.804 -4.537 1.099
O -2.918 -3.105 1.066
C -1.912 -2.634 0.295
O -1.819 -1.506 -0.076
O -1.039 -3.615 0.000
H -1.579 -6.232 -0.670
H 0.087 -6.006 -0.154
H -1.050 -6.867 0.894
H -0.761 -4.594 1.782
H -3.156 -4.918 2.054
H -3.410 -4.951 0.290
C -1.220 5.918 1.210
C -1.872 6.384 2.484
C -3.367 6.170 2.579
O -3.767 7.217 3.472
C -2.865 8.224 3.358
O -2.996 9.303 3.833
O -1.802 7.819 2.627
H -1.771 6.255 0.332
H -0.206 6.308 1.132
H -1.162 4.832 1.198
H -1.371 5.949 3.354
H -3.651 5.204 2.987
H -3.861 6.325 1.617
C -5.514 -5.123 -3.411
C -4.330 -6.050 -3.508
C -4.431 -7.147 -4.544
O -3.593 -8.166 -3.983
C -3.586 -8.005 -2.641
O -3.123 -8.777 -1.868
O -4.183 -6.832 -2.302
H -6.448 -5.684 -3.380
H -5.454 -4.522 -2.504
H -5.534 -4.451 -4.269
H -3.406 -5.480 -3.641
H -4.065 -6.863 -5.527
H -5.447 -7.540 -4.626
C 2.716 0.619 5.646
C 2.619 0.881 4.166
C 3.113 2.231 3.693
O 2.327 2.440 2.513
C 1.177 1.747 2.656
O 0.242 1.835 1.927
O 1.244 0.934 3.735
H 2.326 1.461 6.218
H 2.136 -0.264 5.913
H 3.754 0.451 5.930
H 3.104 0.079 3.601
H 4.171 2.258 3.445
H 2.881 3.025 4.407
*
```

Values from the calculation:
* E: -84351.563 eV
* HOMO energy: -9.78 eV

Entry 3:
Molecular formula: C29H33N6O2RuS
Method: DFT, wB97M-V/def2-TZVPD

```
! wB97M-V def2-TZVPD RIJCOSX def2/J DEFGRID3
* xyz 2 6
Ru 0.450 0.840 -0.535
C -3.802 3.173 4.731
C -2.737 2.552 3.863
C -1.734 1.758 4.377
C -0.760 1.139 3.573
C 0.213 0.360 4.305
N 0.755 -0.772 4.014
C 0.362 -1.742 2.969
C -1.022 -2.306 3.288
C -1.425 -3.392 2.307
N -1.565 -2.818 0.984
C -1.803 -3.545 -0.127
C -1.668 -3.058 -1.440
C -1.915 -3.872 -2.536
C -1.589 -3.469 -3.851
C -1.827 -4.388 -4.992
C -0.994 -2.204 -4.088
C -0.779 -1.324 -3.033
C -0.191 -0.047 -3.360
N 0.304 0.848 -2.582
C 0.698 2.123 -3.212
C -0.406 3.146 -3.010
C -0.488 3.681 -1.593
N -0.660 2.650 -0.543
C -1.511 2.927 0.372
C -1.657 2.296 1.674
C -2.645 2.823 2.502
C -0.698 1.394 2.186
O 0.266 0.887 1.464
C -1.203 -1.666 -1.708
O -1.229 -0.827 -0.772
H -3.962 2.590 5.636
H -4.752 3.235 4.203
H -3.522 4.184 5.031
H -1.706 1.579 5.448
H 0.519 0.760 5.270
H 1.430 -1.114 4.688
H 1.112 -2.531 2.991
H 0.432 -1.254 2.000
H -1.768 -1.506 3.267
H -1.030 -2.725 4.295
H -2.363 -3.848 2.629
H -0.667 -4.182 2.285
H -1.368 -1.837 0.840
H -2.066 -4.585 0.016
H -2.318 -4.865 -2.381
H -2.420 -5.255 -4.709
H -0.866 -4.738 -5.384
H -2.320 -3.861 -5.811
H -0.720 -1.928 -5.098
H -0.144 0.172 -4.428
H 0.900 1.959 -4.270
H 1.625 2.452 -2.742
H -1.365 2.709 -3.304
H -0.227 3.994 -3.672
H -1.300 4.404 -1.512
H 0.439 4.208 -1.352
H -2.135 3.810 0.225
H -3.351 3.523 2.063
C 6.838 -0.290 -0.939
C 5.462 0.294 -0.882
C 5.241 1.665 -0.981
C 3.939 2.105 -0.927
N 2.918 1.255 -0.786
C 3.230 -0.046 -0.706
S 1.813 -1.083 -0.520
N 4.442 -0.566 -0.743
H 7.607 0.476 -0.882
H 6.957 -0.839 -1.875
H 6.970 -1.005 -0.128
H 6.060 2.360 -1.092
H 3.698 3.160 -0.988
*
```

Values from the calculation:
* E: -57046.750 eV
* HOMO energy (spin up / spin down): -10.81 / -13.39 eV